Record 1
Formula: C21H26NOS
Source: the Open Molecules 2025 dataset
Level of theory: the ωB97M-V functional and the def2-TZVPD basis

```
! wB97M-V def2-TZVPD RIJCOSX def2/J DEFGRID3
* xyz 1 1
S -0.240 -0.670 2.588
O 0.452 1.071 -0.040
N 0.408 -1.383 -1.929
C 0.208 0.961 2.321
C -1.286 -0.355 4.063
C 1.464 5.090 0.016
C 0.559 1.585 1.101
C 1.010 3.773 0.009
C -0.074 -1.710 -3.279
C 1.058 -1.277 -4.227
C 2.087 4.864 2.350
C -3.085 -3.835 -1.718
C 1.073 2.993 1.174
C 1.996 5.647 1.192
C -0.323 -1.462 -0.839
C -1.803 -3.386 -1.422
C 1.668 3.526 2.329
C 1.731 -0.752 -1.926
C 2.244 -0.830 -3.362
C -4.023 -1.929 -0.541
C -1.612 -2.112 -0.832
C -4.203 -3.109 -1.277
C -2.740 -1.434 -0.311
C 1.191 -1.374 3.493
H 3.063 -1.556 -3.418
H 2.489 5.284 3.274
H -1.700 -1.318 4.382
H 1.389 5.664 -0.906
H -2.569 -0.488 0.205
H 0.068 1.609 3.194
H 0.013 -0.915 0.040
H 1.633 0.290 -1.596
H 1.420 -0.752 4.365
H -4.896 -1.383 -0.172
H 1.780 2.870 3.194
H -0.924 -3.980 -1.681
H 2.623 0.154 -3.652
H -3.215 -4.742 -2.317
H -0.276 -2.783 -3.408
H 0.602 3.330 -0.902
H 1.331 -2.117 -4.871
H 2.399 -1.236 -1.203
H 2.044 -1.416 2.806
H 0.706 -0.457 -4.858
H -0.668 0.085 4.854
H -2.080 0.333 3.753
H 0.898 -2.384 3.805
H 2.341 6.681 1.201
H -1.020 -1.198 -3.525
H -5.211 -3.464 -1.503
*
```

- relative energy (zero: lowest compared OMol25 entry of this formula, charge and spin) (kJ/mol) = 0.0
- energy (a.u.) = -1343.69795
- LUMO (eV) = -3.67
- HOMO (eV) = -10.7

***

Record 2
Formula: C21H26O3
Source: the Open Molecules 2025 dataset
Level of theory: the ωB97M-V functional and the def2-TZVPD basis

```
! wB97M-V def2-TZVPD RIJCOSX def2/J DEFGRID3
* xyz 0 1
O -3.156 -2.461 -1.423
O -0.979 -1.114 3.428
O 5.250 -0.464 0.776
C -3.438 -4.269 0.666
C -1.294 0.934 -3.197
C 0.029 1.279 -3.865
C 2.393 3.726 -0.536
C 1.064 1.971 -3.115
C -2.565 -2.119 -0.159
C -2.725 -2.964 0.945
C -2.127 -3.695 3.322
C 3.895 -0.487 1.177
C -1.117 0.080 -2.042
C -2.094 0.063 -1.102
C -1.448 -0.470 1.205
C -1.433 -1.441 2.272
C -0.844 0.948 1.428
C -2.059 -0.830 0.010
C 3.770 0.984 1.128
C 3.642 2.230 1.108
C 3.009 3.265 -1.850
C -2.056 -2.715 2.143
C 3.158 3.609 0.789
C 1.961 2.510 -2.484
H 0.380 0.367 -4.348
H -3.807 -4.676 1.641
H -3.244 -1.741 -2.000
H -0.349 1.225 2.282
H -1.948 -3.182 4.291
H 3.882 2.547 -1.715
H 2.443 3.831 1.656
H 2.118 4.751 -0.609
H 3.369 4.009 -2.583
H -3.092 -4.158 3.460
H -3.047 0.510 -1.325
H -1.429 -4.551 3.426
H 3.748 -1.011 2.153
H 3.907 4.344 0.775
H -1.934 1.797 -3.017
H 5.440 0.366 0.289
H -1.784 0.362 -4.000
H 3.259 -0.994 0.470
H -2.766 -4.978 0.243
H -1.693 1.690 1.276
H -0.275 -0.587 -2.043
H -0.806 -0.246 3.467
H -0.129 1.089 0.649
H -0.169 1.833 -4.762
H -4.319 -4.372 -0.016
H 1.409 3.207 -0.282
*
```

- relative energy (zero: lowest compared OMol25 entry of this formula, charge and spin) (kJ/mol) = 670.0
- energy (a.u.) = -1041.26892
- LUMO (eV) = 0.58
- SMILES string = Cc1c(C)c(O)c(/C=C/CCC#CCCCC#CCO)c(C)c1O
- HOMO (eV) = -7.5